1.
97
Properties=species:S:1:pos:R:3:lowdin_charge:R:1 method="wB97M-V/def2-TZVPD" charge=-1 gap_ev=7.031 de_lowest_ev=0.000 fmax_ha_per_bohr=0.00432 lumo_ha=0.0860
Pt 0.078 0.911 -0.535 1.132
Cl -0.363 6.741 3.107 0.651
Cl 3.689 3.428 1.858 0.691
S 0.429 0.988 3.561 1.011
O 1.566 1.801 0.546 -0.227
O 0.448 2.346 4.174 -0.476
O -1.547 0.358 -1.643 -0.300
N -1.049 2.403 0.411 -0.030
C -1.632 -1.765 -2.721 -0.143
C -1.365 -0.377 -2.747 -0.309
C -1.124 1.735 -4.224 -0.361
C 2.202 -0.022 -2.343 -0.088
C -1.317 -2.535 -3.835 -0.068
C 1.521 -1.708 -0.679 -0.261
C -4.006 -0.005 3.321 -0.084
C 4.741 -1.083 -4.902 -0.106
C -0.822 -1.964 -4.997 -0.108
C -1.035 0.232 -3.981 -0.136
C 1.582 -4.123 -0.823 -0.091
C 1.407 -0.377 -1.323 -0.260
C -1.862 -2.383 -0.199 -0.061
C 2.236 -2.009 5.576 -0.079
C -2.131 4.646 1.605 -0.023
C 5.584 -1.920 -4.183 -0.119
C 5.328 -2.136 -2.835 -0.095
C 1.849 -1.113 4.584 -0.081
C -2.484 2.282 -3.776 -0.066
C 1.672 -4.222 0.559 -0.112
C 1.502 -2.882 -1.435 -0.053
C -3.079 -0.916 2.829 -0.073
C 0.297 -0.086 6.123 -0.063
C 2.001 3.802 1.740 -0.599
C -3.580 1.192 3.878 -0.082
C -2.926 3.737 0.966 -0.044
C -3.852 -1.794 -1.605 -0.062
C -1.312 0.549 3.477 -0.365
C 3.367 -0.714 -2.930 -0.209
C -1.722 -0.639 2.893 -0.067
C 3.656 -0.487 -4.280 -0.047
C -0.742 -0.582 -5.070 -0.061
C -0.228 3.282 1.051 -0.156
C -2.223 1.475 3.956 -0.083
C 1.521 4.965 2.349 -0.133
C 4.241 -1.539 -2.216 -0.037
C 0.192 5.284 2.322 -0.614
C 1.656 -1.939 6.832 -0.089
C 0.691 -0.973 7.108 -0.078
C 0.010 2.592 -3.662 -0.071
C 1.685 -3.061 1.325 -0.098
C -2.342 2.605 0.369 -0.107
C 0.875 -0.170 4.863 -0.355
C 1.163 2.911 1.079 -0.435
C -2.446 -2.408 -1.609 -0.351
C 1.609 -1.820 0.710 -0.063
C -0.734 4.440 1.673 -0.180
H 1.984 0.919 -2.833 0.071
H -1.553 -1.376 0.077 0.049
H -5.064 -0.226 3.255 0.099
H 1.610 -0.905 1.294 0.080
H -1.852 2.408 4.362 0.107
H -2.919 1.858 -0.165 0.109
H -4.310 -1.856 -2.594 0.079
H -2.552 -3.461 -1.897 0.122
H 2.306 -1.143 3.602 0.096
H -3.794 -0.741 -1.320 0.071
H 4.930 -0.893 -5.952 0.092
H -3.299 1.706 -4.218 0.081
H -2.574 2.222 -2.692 0.056
H 0.246 -0.919 8.093 0.101
H -0.210 3.651 -3.828 0.074
H -2.629 -2.716 0.505 0.061
H -3.414 -1.838 2.376 0.092
H 0.144 2.437 -2.591 0.039
H 1.722 -5.193 1.037 0.090
H 1.561 -5.022 -1.429 0.098
H -0.459 -0.111 -6.007 0.102
H 2.221 5.612 2.860 0.104
H 6.435 -2.388 -4.662 0.088
H -0.567 -2.579 -5.851 0.087
H 1.959 -2.633 7.605 0.099
H -0.997 -1.332 2.478 0.107
H -1.077 1.843 -5.313 0.119
H 5.988 -2.770 -2.254 0.095
H -0.448 0.676 6.318 0.116
H 0.955 2.367 -4.158 0.067
H 2.994 -2.751 5.364 0.104
H -4.302 1.910 4.245 0.101
H -2.593 3.327 -4.081 0.071
H -4.498 -2.313 -0.890 0.069
H 4.076 -1.703 -1.159 0.113
H -2.556 5.525 2.070 0.088
H -1.493 -3.606 -3.793 0.103
H 1.415 -2.805 -2.512 0.119
H -3.997 3.873 0.910 0.104
H 1.748 -3.126 2.406 0.082
H 2.998 0.163 -4.846 0.105
H -1.007 -3.049 -0.100 0.065

---

2.
104
Properties=species:S:1:pos:R:3:lowdin_charge:R:1 method="wB97M-V/def2-TZVPD" charge=-1 gap_ev=6.195 de_lowest_ev=0.528 fmax_ha_per_bohr=0.01738 lumo_ha=0.0834
Au 2.228 0.591 0.424 0.767
P 0.509 -1.574 -0.045 1.079
F 1.105 -6.542 4.383 0.126
F 3.168 -5.955 4.500 0.129
F -5.883 -3.902 0.602 0.129
F 3.125 -3.291 -6.041 0.128
F 1.910 -5.017 -5.665 0.122
F 3.900 -4.908 -4.863 0.123
F -6.179 -1.798 0.290 0.126
F -5.940 -3.102 -1.393 0.123
F 1.681 -4.885 5.617 0.127
N -1.938 2.782 -0.270 0.139
N -0.406 1.703 -1.592 0.120
N 0.069 2.050 0.674 0.112
C 2.791 -4.177 -5.081 -0.579
C 1.454 0.250 -4.372 -0.090
C 1.912 -5.463 4.426 -0.583
C -0.656 2.192 -0.361 -0.381
C -4.789 3.116 -0.088 -0.041
C 0.439 -2.397 -2.744 -0.066
C 2.798 0.033 -2.419 -0.182
C -0.231 2.659 1.880 -0.273
C -4.542 4.647 -2.052 -0.061
C 1.835 0.630 -1.596 -0.319
C -1.237 -2.217 -0.189 -0.309
C 1.688 -4.533 3.275 -0.126
C -0.647 1.890 2.975 -0.227
C 2.892 0.717 2.402 -0.374
C 1.101 -2.795 1.189 -0.343
C 1.174 -2.344 -1.562 -0.350
C 2.461 -2.885 -1.550 -0.100
C -3.797 5.331 -2.999 -0.105
C -0.870 2.508 4.193 -0.058
C 3.407 3.182 2.210 -0.119
C 2.625 -0.172 -3.773 -0.118
C -0.259 4.629 3.273 -0.107
C 0.969 -2.973 -3.880 -0.015
C -3.998 -2.632 -0.114 -0.128
C -3.498 -1.382 -0.484 -0.008
C -1.806 4.327 -2.129 -0.037
C -2.422 5.175 -3.028 -0.094
C -5.473 -2.861 -0.142 -0.582
C -2.553 3.628 -1.178 -0.209
C -3.948 3.803 -1.128 -0.214
C 2.985 -3.496 -2.672 -0.008
C -0.042 4.033 2.048 -0.044
C -0.930 0.430 2.798 -0.049
C 0.672 1.062 -2.245 -0.244
C -2.137 -1.194 -0.512 -0.095
C -0.681 3.870 4.351 -0.108
C 2.241 -3.537 -3.845 -0.136
C 1.632 -3.164 3.506 0.007
C 1.346 -2.304 2.465 -0.081
C -0.793 1.330 -4.308 -0.050
C -1.763 -3.443 0.223 -0.046
C 3.941 1.813 2.624 -0.553
C 0.471 0.877 -3.624 -0.239
C 4.387 1.853 4.088 -0.115
C 1.239 -4.164 0.952 -0.098
C -3.126 -3.656 0.243 -0.008
C 1.530 -5.032 1.988 -0.009
H -1.206 1.901 5.022 0.108
H 1.813 -2.775 4.495 0.121
H 1.112 -4.554 -0.047 0.110
H -2.356 2.709 0.645 0.135
H 3.386 -0.676 -4.357 0.098
H -1.672 0.850 -3.871 0.080
H 3.965 -3.951 -2.645 0.119
H -3.520 -4.621 0.535 0.119
H -1.725 -0.231 -0.773 0.077
H -4.179 -0.579 -0.732 0.113
H -0.868 4.341 5.305 0.091
H 0.264 4.618 1.193 0.114
H -1.823 5.721 -3.744 0.102
H -0.554 -1.973 -2.777 0.107
H 0.402 -3.006 -4.799 0.125
H -4.290 5.988 -3.701 0.094
H -0.410 0.055 1.918 0.014
H -0.919 2.413 -4.245 0.072
H 4.818 1.581 2.006 0.110
H -0.731 4.225 -2.136 0.118
H 5.189 2.574 4.246 0.060
H 3.724 -0.302 -1.966 0.076
H -4.631 2.037 -0.088 0.070
H 3.125 3.174 1.157 0.045
H 4.152 3.967 2.361 0.064
H 2.522 3.429 2.796 0.058
H -1.110 -4.257 0.499 0.091
H 3.548 2.134 4.722 0.067
H 3.343 -0.219 2.758 0.011
H -5.842 3.314 -0.281 0.075
H -5.618 4.766 -2.028 0.105
H 1.635 -6.092 1.809 0.121
H -0.091 5.689 3.386 0.095
H -1.155 1.912 -2.233 0.087
H 2.069 0.936 3.095 0.023
H 1.297 0.079 -5.430 0.103
H 1.329 -1.238 2.621 0.045
H -0.618 -0.136 3.674 0.079
H 3.057 -2.819 -0.650 0.114
H -0.762 1.064 -5.362 0.075
H -4.555 3.493 0.910 0.086
H -2.000 0.271 2.652 0.084
H 4.737 0.872 4.407 0.062

---

3.
102
Properties=species:S:1:pos:R:3:mulliken_spin:R:1 method="wB97M-V/def2-TZVPD" charge=+3 gap_ev="7.010 / 7.401" de_lowest_ev=1.147 fmax_ha_per_bohr=0.05036 multiplicity=2 lumo_ha="-0.3008 / -0.3000"
Ti -0.731 0.102 -0.045 0.820
P 0.594 1.303 1.796 0.071
O 0.921 -4.540 -3.215 0.000
O -0.269 -1.439 -0.868 0.056
N -1.793 0.842 -2.027 0.010
N -4.583 1.903 0.011 0.002
N 0.604 0.100 2.990 -0.026
N -2.762 0.744 0.509 -0.001
N -0.900 -1.138 1.733 -0.076
N 1.318 2.494 -2.853 0.003
N 0.668 1.106 -1.265 -0.060
N -1.235 -2.925 -3.555 0.001
C 0.095 -2.461 -3.893 0.006
C 2.437 -2.910 -4.149 0.000
C 0.267 -1.230 -4.507 0.000
C -1.773 4.591 1.706 0.001
C -1.274 4.185 4.029 0.000
C -5.155 2.081 3.666 0.000
C 0.287 1.940 -2.210 0.016
C 2.494 1.961 -2.319 0.004
C -4.029 1.319 4.014 0.002
C 3.012 0.309 -0.642 0.027
C -1.225 -2.953 3.807 0.007
C 2.511 3.210 1.263 -0.002
C 1.520 -0.815 -4.918 0.000
C -1.554 -3.623 -2.513 -0.004
C 3.280 1.341 2.582 -0.002
C 0.975 -4.471 0.682 0.006
C -1.892 4.947 3.043 0.002
C 4.750 1.427 -1.922 0.000
C -3.252 0.957 -1.888 0.006
C -3.418 1.115 1.722 0.013
C -1.986 -3.076 2.642 0.004
C -1.046 3.459 1.363 0.007
C 4.552 1.898 2.624 0.001
C -0.428 2.687 2.348 0.001
C -0.339 -1.911 3.928 -0.003
C -0.213 -1.004 2.876 0.013
C -1.158 2.078 -2.529 0.017
C -0.808 -5.065 -0.774 0.002
C 1.974 -5.527 -3.239 0.000
C 3.833 2.173 -2.633 0.000
C 0.084 -5.430 0.201 -0.001
C 3.787 3.751 1.291 0.001
C -4.557 1.845 1.405 -0.002
C -0.536 3.062 3.683 0.007
C 2.254 2.000 1.912 0.007
C -5.442 2.356 2.348 0.000
C 2.606 -1.659 -4.722 0.000
C -3.532 1.235 -0.452 0.021
C -3.153 0.834 3.064 0.007
C 4.808 3.096 1.974 -0.001
C 1.178 -3.332 -3.735 -0.002
C 4.344 0.500 -0.945 0.004
C -0.825 -3.752 -1.294 -0.002
C -1.785 -2.162 1.653 0.047
C 0.898 -3.152 0.267 0.022
C 2.079 1.073 -1.335 0.013
C -0.043 -2.751 -0.667 -0.013
H 1.716 -4.755 1.420 0.000
H -1.859 -3.043 -4.347 0.000
H 0.239 -1.768 4.833 0.000
H -3.709 0.006 -2.149 -0.005
H 0.120 -6.448 0.566 0.000
H -1.357 4.473 5.071 0.000
H 3.984 4.693 0.793 0.000
H -2.425 -4.262 -2.658 0.000
H -1.558 0.080 -2.647 -0.006
H 4.145 2.879 -3.397 0.000
H 2.811 -5.212 -2.618 0.000
H 1.541 -2.399 0.702 -0.007
H -0.940 3.184 0.318 -0.001
H 1.543 -6.432 -2.831 0.000
H -1.458 -5.812 -1.223 0.000
H -1.604 2.935 -2.027 -0.001
H 1.261 3.172 -3.597 0.000
H 1.714 3.744 0.758 0.000
H 3.104 0.391 3.075 0.000
H 3.594 -1.359 -5.052 0.000
H -1.347 -3.658 4.622 0.000
H 2.703 -0.405 0.106 -0.002
H -1.308 2.219 -3.600 0.000
H 2.306 -5.707 -4.259 0.000
H -5.302 2.334 -0.548 0.000
H -2.366 -2.211 0.742 0.000
H 5.808 1.551 -2.125 0.000
H -5.815 2.447 4.444 0.000
H -2.304 0.245 3.368 -0.003
H -2.713 -3.866 2.519 0.000
H -0.047 2.482 4.461 0.000
H 5.344 1.392 3.162 0.000
H 5.099 -0.075 -0.422 0.000
H -6.316 2.931 2.062 0.000
H 5.802 3.529 2.008 0.000
H -2.239 5.201 0.939 0.000
H -3.683 1.712 -2.542 -0.001
H -3.847 1.101 5.061 0.000
H 1.059 0.235 3.877 0.000
H 3.284 -3.575 -4.058 0.000
H -0.600 -0.615 -4.734 -0.001
H -2.459 5.830 3.320 0.000
H 1.647 0.139 -5.416 0.000

---

4.
108
Properties=species:S:1:pos:R:3:lowdin_charge:R:1 method="wB97M-V/def2-TZVPD" charge=-1 gap_ev=6.337 de_lowest_ev=0.735 fmax_ha_per_bohr=0.02969 lumo_ha=0.0762
Y -0.012 0.034 0.260 1.173
Se -2.164 1.419 1.841 0.699
S 3.030 1.413 -0.339 0.684
Si -0.208 0.143 -2.613 0.679
F 6.124 2.102 -0.604 0.124
F 7.442 0.400 -0.482 0.100
F -1.266 -1.580 0.191 -0.518
F 5.703 0.313 -1.751 0.121
O 1.022 1.435 2.139 -0.266
N 0.498 -1.454 2.278 0.036
N 3.391 0.095 1.933 0.017
N 1.871 -4.274 0.550 0.171
N 1.904 -1.966 0.001 0.135
N -0.170 2.790 0.116 0.005
N 2.976 -5.765 -0.802 0.147
N 3.174 -1.323 -1.821 0.195
N 3.098 -3.546 -1.349 0.179
C 5.327 -1.127 2.601 -0.068
C -5.243 -0.549 3.881 -0.036
C -4.108 0.802 5.469 -0.040
C -0.982 3.441 -0.723 -0.140
C -3.161 1.168 4.514 -0.318
C 6.005 -0.619 1.499 -0.016
C 1.854 1.939 -3.498 -0.168
C 5.357 0.210 0.608 -0.128
C 3.543 1.511 -5.152 -0.110
C 1.878 -0.153 -4.641 -0.111
C 2.994 0.253 -5.363 -0.106
C -0.725 -1.517 -3.419 -0.297
C -3.287 0.694 3.196 -0.553
C -2.496 3.218 -4.433 -0.103
C -3.949 1.922 -3.035 -0.091
C -5.174 -0.031 5.168 -0.295
C 4.025 -0.710 2.780 -0.137
C 0.222 -3.779 2.725 -0.005
C -1.147 4.813 -0.714 -0.048
C -0.831 -2.162 4.131 -0.028
C 2.962 2.360 -4.221 -0.096
C 1.284 0.675 -3.683 -0.322
C -0.274 -2.729 -2.890 -0.111
C -0.620 -3.952 -3.450 -0.096
C -1.603 1.295 -3.242 -0.340
C 1.556 -3.006 0.754 -0.289
C -4.462 -0.829 1.530 -0.085
C -0.268 -1.179 3.333 -0.126
C -1.575 -1.590 -4.527 -0.097
C 3.988 0.523 0.801 -0.648
C -1.938 -2.807 -5.090 -0.102
C 2.630 -4.476 -0.542 -0.463
C 6.134 0.761 -0.561 -0.600
C 0.468 3.502 1.048 -0.293
C -4.321 -0.213 2.897 -0.300
C 0.353 4.885 1.129 -0.022
C -1.453 -3.994 -4.558 -0.114
C -6.230 -0.357 6.193 -0.070
C -0.576 -3.485 3.820 -0.046
C -0.454 5.552 0.230 -0.065
C -1.440 2.367 -4.121 -0.104
C -3.753 3.001 -3.888 -0.112
C 2.723 -2.288 -1.045 -0.440
C -2.886 1.090 -2.716 -0.127
C 1.368 2.792 2.017 -0.244
C 0.727 -2.732 1.974 -0.218
C -2.032 2.077 4.918 -0.101
H -1.813 5.276 -1.429 0.104
H -2.605 -2.828 -5.944 0.092
H -1.001 -4.284 4.414 0.106
H 3.348 -5.956 -1.716 0.094
H -1.468 -1.881 4.958 0.111
H 3.750 -1.570 -2.606 0.117
H -7.206 0.028 5.887 0.073
H 2.390 2.890 1.641 0.076
H 2.987 -0.342 -1.608 -0.029
H 1.307 3.290 2.991 0.127
H 3.382 3.342 -4.043 0.099
H -1.965 -0.676 -4.960 0.097
H -5.987 0.085 7.160 0.065
H 0.892 5.418 1.902 0.114
H -4.575 3.666 -4.125 0.090
H -1.529 2.833 -1.428 0.078
H 1.459 -1.136 -4.826 0.094
H 2.449 -6.480 -0.334 0.092
H -6.050 -1.232 3.627 0.113
H -4.811 -1.860 1.612 0.074
H 4.419 1.827 -5.708 0.091
H 3.437 -0.416 -6.093 0.092
H -3.050 0.272 -2.019 0.104
H 5.801 -1.800 3.301 0.095
H 0.350 -2.720 -2.005 0.065
H -6.337 -1.435 6.331 0.071
H 3.449 -1.031 3.642 0.111
H -0.250 -4.871 -3.010 0.092
H -0.471 2.549 -4.571 0.090
H -0.436 -0.127 3.528 0.061
H 0.443 -4.792 2.426 0.103
H -4.014 1.200 6.476 0.103
H 7.044 -0.871 1.335 0.116
H -2.038 2.992 4.325 0.057
H -1.724 -4.945 -5.003 0.090
H -5.185 -0.272 0.926 0.081
H -1.061 1.609 4.734 0.056
H 1.860 0.892 2.191 0.026
H -2.334 4.054 -5.104 0.093
H 1.425 2.614 -2.761 0.088
H -2.107 2.330 5.978 0.067
H -3.516 -0.815 0.991 0.010
H -4.926 1.738 -2.604 0.098
H -0.550 6.630 0.270 0.103